DFT (ωB97M-V/def2-TZVPD) results for C35H29BrCsN9O6 as an isolated structure.

Properties
Kohn-Sham gap: 0.159 Ha
strongest force on any atom: 0.179 eV/A
net charge: -2
LUMO energy: 2.80 eV
energy relative to the best compared isomer or geometry (same formula, charge and spin): 0.0 kJ/mol
E_tot: -4889.77615 Ha

Each line ends with the Mulliken charge.
CARTESIAN COORDINATES (ANGSTROEM)
Cs 0.1893 -3.2491 -2.0962  1.035
N 4.6433 -5.1172 -3.4446  -0.791
C 3.2939 -5.7127 -3.4113  -0.410
C 2.6564 -5.6577 -2.0229  0.383
O 2.7685 -4.5240 -1.4206  -0.765
N 2.0901 -6.7517 -1.6151  -0.631
C 1.5204 -6.6813 -0.2850  -0.155
C 0.1198 -6.0281 -0.0705  0.516
O -0.1381 -5.7485 1.1261  -0.791
O -0.6342 -5.8658 -1.0626  -0.796
H 5.2346 -5.7053 -2.8628  0.283
H 4.5514 -4.2597 -2.9011  0.338
H 3.3311 -6.7442 -3.7595  0.323
H 2.6676 -5.1452 -4.1100  0.082
H 2.1907 -6.1667 0.4157  0.197
H 1.4028 -7.7046 0.0923  0.319
C -1.3669 5.1443 10.2539  -0.839
O -0.8877 3.8205 10.1724  -0.467
C -0.7714 3.2747 8.9245  1.006
C -1.0852 3.9392 7.7484  -0.442
C -0.9271 3.2841 6.5303  -0.865
C -0.4698 1.9762 6.4643  -0.005
C -0.1550 1.3247 7.6612  -0.570
C -0.3013 1.9629 8.8729  -0.511
C -0.3031 1.2627 5.1948  0.335
N 0.3551 0.1401 5.0441  -0.790
C 0.2540 -0.1670 3.7042  0.477
C -0.4889 0.7853 3.0492  -0.001
N -0.8412 1.7013 4.0150  -0.155
C -0.7897 0.7422 1.6519  0.769
C -1.5525 1.6911 0.9575  -0.276
C -1.7839 1.5130 -0.3836  -1.012
C -1.2586 0.3702 -1.0041  -0.663
N -0.5295 -0.5230 -0.3696  -0.202
C -0.2734 -0.3543 0.9358  0.060
C 0.5682 -1.3568 1.6070  -0.573
N 1.0925 -2.3200 0.8387  -0.233
C 1.8334 -3.2594 1.3929  -0.116
C 2.0975 -3.2855 2.7734  -0.841
C 1.5960 -2.2884 3.5701  -0.443
C 0.8134 -1.2807 2.9856  0.881
H -1.3950 5.3937 11.3117  0.236
H -2.3741 5.2322 9.8362  0.334
H -0.7033 5.8435 9.7368  0.334
H -1.4416 4.9589 7.7560  0.364
H -1.1530 3.8319 5.6233  0.267
H 0.2065 0.3065 7.6093  0.465
H -0.0613 1.4627 9.8021  0.409
H -1.4526 2.4871 3.8950  0.223
H -1.9490 2.5589 1.4756  0.311
H -2.3462 2.2234 -0.9737  0.492
H -1.4274 0.1951 -2.0610  0.778
H 2.2371 -4.0083 0.7159  0.187
H 2.6848 -4.0944 3.1859  0.431
H 1.7805 -2.2575 4.6369  0.501
Br -2.2709 1.5840 -9.1957  -0.209
C -0.9108 1.2541 -7.9040  -0.017
C 0.3199 1.8670 -8.0599  -0.170
N 1.3099 1.6969 -7.1874  -0.681
C 1.0692 0.9225 -6.1278  -0.214
C -0.1388 0.2767 -5.8900  0.264
C -1.1547 0.4362 -6.8191  -0.375
C -0.3803 -0.5519 -4.6181  0.444
O -1.3346 -1.3450 -4.6715  -0.805
O 0.4017 -0.3144 -3.6679  -0.763
H 0.5120 2.5108 -8.9111  0.363
H 1.8748 0.7934 -5.4146  0.620
H -2.0964 -0.0714 -6.6584  0.606
N 0.2343 2.6416 -3.4201  -0.415
C -0.8954 2.8786 -4.1709  0.584
C -0.8725 3.7670 -5.2624  -0.955
C -2.0229 3.9435 -5.9933  -0.251
C -3.1792 3.2543 -5.6310  -0.679
C -3.1074 2.4281 -4.5264  -0.371
N -2.0069 2.2429 -3.7987  0.034
H 1.0902 2.8803 -3.8978  0.363
H 0.2801 1.6779 -3.0826  0.121
H 0.0526 4.2570 -5.5386  0.315
H -2.0216 4.5926 -6.8611  0.383
H -4.0936 3.3446 -6.2005  0.413
H -3.9765 1.8629 -4.2040  0.404